Record 1
Here is a molecular structure, C46H52BN9O2SSiTi from OMol25. Energies are from ωB97M-V/def2-TZVPD.

Structure (ORCA input):
```
! RIJCOSX wB97M-V def2-TZVPD def2/J DEFGRID3
* xyz 3 2
Ti -0.421 0.095 -0.524
C 1.888 1.252 1.905
C 1.043 0.071 2.222
C 1.007 -0.632 3.413
C 0.034 -1.605 3.247
N -0.476 -1.492 2.024
N 0.144 -0.473 1.364
B -1.541 -2.311 1.263
N -2.657 -1.331 0.725
C -3.957 -1.474 1.013
C -4.693 -0.692 0.155
C -3.763 -0.052 -0.658
C -4.115 0.894 -1.756
N -2.515 -0.427 -0.302
N -0.826 -2.868 0.007
C -0.728 -4.109 -0.485
C -0.358 -4.036 -1.811
C -0.244 -2.677 -2.085
C -0.003 -2.031 -3.399
N -0.493 -1.976 -0.964
N -2.164 -3.362 2.116
C -2.937 -4.430 1.750
C -3.677 -4.805 2.831
C -3.296 -3.912 3.866
C -3.771 -3.889 5.278
N -2.397 -3.051 3.431
H 2.905 0.942 1.672
H 1.498 1.828 1.069
H 1.945 1.904 2.777
H 1.600 -0.449 4.293
H -0.356 -2.349 3.921
H -4.278 -2.130 1.805
H -5.764 -0.594 0.111
H -4.680 1.740 -1.364
H -3.246 1.264 -2.281
H -4.758 0.383 -2.474
H -0.910 -4.965 0.142
H -0.202 -4.853 -2.494
H 0.795 -2.539 -3.936
H -0.907 -2.094 -4.009
H 0.253 -0.983 -3.281
H -2.951 -4.817 0.745
H -4.382 -5.616 2.887
H -3.402 -4.760 5.820
H -3.414 -2.994 5.784
H -4.859 -3.915 5.324
O -0.940 1.769 0.290
S -2.294 2.541 0.530
C -1.752 4.135 1.031
C -0.914 4.323 2.127
C -0.566 5.614 2.475
C -1.062 6.694 1.746
C -1.902 6.492 0.662
C -2.251 5.201 0.292
C -3.001 1.812 1.973
C -2.230 1.223 2.968
C -2.872 0.673 4.062
C -4.259 0.734 4.163
C -5.014 1.335 3.167
C -4.386 1.869 2.051
H -0.556 3.480 2.703
H 0.078 5.789 3.326
H -0.796 7.701 2.038
H -2.291 7.336 0.110
H -2.915 5.027 -0.546
H -1.153 1.183 2.884
H -2.293 0.197 4.841
H -4.751 0.309 5.027
H -6.091 1.381 3.251
H -4.968 2.321 1.257
C -1.260 2.906 -4.387
C -1.057 1.961 -3.303
N -0.895 1.212 -2.452
H -1.804 3.776 -4.018
H -1.836 2.432 -5.182
H -0.296 3.227 -4.779
C 4.721 0.372 -3.827
C 3.279 0.746 -3.698
C 2.978 2.197 -3.477
C 2.319 0.039 -4.599
Si 2.821 -0.168 -1.567
O 1.290 0.269 -1.178
C 3.044 -1.989 -1.603
C 3.540 -2.840 -2.590
C 3.703 -4.193 -2.332
C 3.382 -4.710 -1.085
C 2.892 -3.877 -0.089
C 2.718 -2.527 -0.346
C 4.122 0.797 -0.721
C 5.288 0.104 -0.365
C 6.335 0.768 0.257
C 6.240 2.129 0.502
C 5.096 2.834 0.135
C 4.046 2.174 -0.474
H 5.036 0.660 -4.841
H 4.902 -0.700 -3.747
H 5.355 0.907 -3.124
H 2.966 2.681 -4.463
H 3.735 2.695 -2.877
H 1.991 2.355 -3.034
H 2.561 0.342 -5.628
H 1.287 0.335 -4.418
H 2.408 -1.045 -4.575
H 3.823 -2.464 -3.565
H 4.097 -4.842 -3.102
H 3.528 -5.764 -0.886
H 2.656 -4.276 0.889
H 2.340 -1.889 0.450
H 5.376 -0.958 -0.562
H 7.225 0.224 0.542
H 7.062 2.650 0.975
H 5.033 3.897 0.326
H 3.158 2.731 -0.749
*
```

Values from the calculation:
E_LUMO (alpha / beta) = -9.276 / -10.056 eV
gap between HOMO and LUMO (alpha / beta) = 6.16 / 5.38 eV
<S²> = 0.75
energy above the lowest of the compared OMol25 structures with the same formula, charge and spin = 6.1 kcal/mol
HOMO (alpha / beta) = -15.4363 / -15.4362 eV

=====

Record 2
Here is a molecular structure, C46H53BN4O4Pt in a non-equilibrium geometry from OMol25. Energies are from ωB97M-V/def2-TZVPD.

Structure (ORCA input):
```
! RIJCOSX wB97M-V def2-TZVPD def2/J DEFGRID3
* xyz -2 1
Pt 0.023 -0.046 -0.276
C 1.542 -4.715 2.953
C 1.227 -4.212 1.539
C 0.755 -5.375 0.662
C 2.419 -3.492 0.930
C 3.516 -4.247 0.520
C 4.629 -3.660 -0.065
C 4.646 -2.285 -0.224
C 3.575 -1.497 0.193
C 3.685 0.008 0.091
C 4.805 0.551 0.982
C 3.822 0.492 -1.348
C 2.443 -2.098 0.762
N 1.297 -1.321 1.079
C 0.956 -1.278 2.376
O 1.629 -1.671 3.344
C -0.390 -0.604 2.739
C -0.752 -0.289 4.043
C -1.884 0.501 4.214
C -2.563 1.000 3.109
C -2.116 0.604 1.852
N -1.130 -0.246 1.731
C -2.626 1.262 0.552
O -3.775 1.728 0.583
N -1.731 1.361 -0.448
C -1.780 2.444 -1.342
C -2.045 3.758 -0.889
C -2.115 4.799 -1.812
C -1.850 4.608 -3.157
C -1.453 3.347 -3.576
C -1.407 2.266 -2.702
C -0.939 0.917 -3.173
C -0.038 0.935 -4.396
C -2.125 -0.015 -3.381
C -2.161 4.126 0.586
C -3.571 4.584 0.963
C -1.136 5.201 0.965
H 0.661 -5.200 3.392
H 1.845 -3.891 3.600
H 2.350 -5.456 2.911
H 0.405 -3.497 1.595
H 1.485 -6.192 0.659
H 0.584 -5.056 -0.368
H -0.187 -5.779 1.051
H 3.493 -5.323 0.656
H 5.471 -4.266 -0.383
H 5.512 -1.800 -0.665
H 2.751 0.399 0.472
H 5.791 0.213 0.638
H 4.674 0.213 2.014
H 4.798 1.647 0.976
H 4.686 0.035 -1.843
H 3.941 1.580 -1.373
H 2.923 0.249 -1.921
H -0.125 -0.625 4.857
H -2.215 0.764 5.213
H -3.394 1.689 3.184
H -2.361 5.794 -1.454
H -1.919 5.432 -3.859
H -1.175 3.195 -4.612
H -0.342 0.530 -2.329
H -0.593 1.196 -5.306
H 0.384 -0.063 -4.543
H 0.789 1.643 -4.284
H -2.751 0.359 -4.204
H -2.727 -0.052 -2.476
H -1.801 -1.033 -3.610
H -1.920 3.245 1.177
H -3.847 5.468 0.376
H -3.616 4.855 2.025
H -4.293 3.789 0.776
H -1.391 6.169 0.520
H -0.134 4.934 0.628
H -1.103 5.330 2.052
C -4.449 -4.067 -0.846
N -4.015 -2.899 -0.122
C -4.482 -1.693 -0.772
C -2.593 -2.883 0.270
C -1.513 -3.021 -0.803
C -1.386 -4.303 -1.373
C -0.438 -4.605 -2.333
C 0.449 -3.600 -2.708
C 0.354 -2.353 -2.112
C -0.617 -1.976 -1.137
H -5.539 -4.041 -0.941
H -4.180 -4.977 -0.301
H -4.027 -4.148 -1.860
H -5.576 -1.668 -0.742
H -4.178 -1.634 -1.826
H -4.119 -0.808 -0.258
H -2.480 -3.719 0.973
H -2.412 -1.969 0.828
H -2.041 -5.098 -1.025
H -0.368 -5.605 -2.748
H 1.236 -3.799 -3.430
H 1.089 -1.613 -2.413
O 1.611 2.711 -0.323
B 0.949 1.665 0.377
O 1.080 2.006 1.797
C 1.813 3.151 1.869
C 2.227 3.847 2.981
C 2.986 5.008 2.764
C 3.299 5.431 1.477
C 2.868 4.707 0.356
C 2.133 3.572 0.590
H 1.972 3.501 3.975
H 3.335 5.583 3.613
H 3.881 6.333 1.336
H 3.098 5.025 -0.654
*
```

Values from the calculation:
E_LUMO = 4.447 eV
gap between HOMO and LUMO = 5.62 eV
energy above the lowest of the compared OMol25 structures with the same formula, charge and spin = 42.2 kcal/mol
HOMO = -1.1749 eV

=====

Record 3
Here is a molecular structure, C46H53BaO5S3Si from OMol25. Energies are from ωB97M-V/def2-TZVPD.

Structure (ORCA input):
```
! RIJCOSX wB97M-V def2-TZVPD def2/J DEFGRID3
* xyz 1 1
Ba -0.205 -1.164 -0.008
C -2.612 0.401 2.668
C -2.491 -1.099 2.903
C -3.465 -1.867 2.014
C -2.748 -1.408 4.373
O -1.147 -1.459 2.491
Si -0.164 -2.727 3.066
S 1.420 -2.868 1.765
O -1.213 -3.983 3.103
C -1.064 -5.263 3.758
C -1.591 -5.141 5.182
C -1.921 -6.233 2.955
C 0.391 -5.717 3.758
O 0.214 -2.406 4.632
C 1.207 -1.538 5.204
C 2.555 -2.246 5.198
C 1.287 -0.214 4.448
C 0.751 -1.289 6.636
H -3.590 0.762 2.987
H -2.496 0.644 1.607
H -1.845 0.931 3.236
H -4.501 -1.619 2.249
H -3.314 -2.938 2.149
H -3.308 -1.609 0.959
H -3.764 -1.103 4.629
H -2.051 -0.860 5.007
H -2.639 -2.472 4.574
H -2.642 -4.843 5.173
H -1.016 -4.399 5.738
H -1.516 -6.103 5.691
H -2.954 -5.883 2.924
H -1.904 -7.226 3.408
H -1.545 -6.309 1.934
H 1.016 -5.033 4.338
H 0.781 -5.766 2.741
H 0.466 -6.707 4.211
H 2.863 -2.478 4.178
H 2.487 -3.178 5.762
H 3.317 -1.617 5.663
H 1.640 -0.372 3.426
H 1.986 0.453 4.956
H 0.305 0.267 4.420
H 0.645 -2.239 7.163
H -0.214 -0.778 6.650
H 1.476 -0.674 7.171
C -0.153 -5.587 -4.436
C 0.337 -4.250 -3.956
C -0.546 -3.183 -3.799
C -0.116 -1.948 -3.333
C 1.234 -1.772 -3.033
C 2.132 -2.822 -3.177
C 1.680 -4.048 -3.641
S 1.915 -0.285 -2.281
O 3.383 -0.389 -2.297
C 1.378 0.993 -3.413
C 1.171 0.762 -4.787
C 0.805 1.800 -5.593
C 0.645 3.105 -5.069
C 0.259 4.189 -5.894
C 0.109 5.442 -5.371
C 0.343 5.675 -3.999
C 0.719 4.653 -3.177
C 0.874 3.341 -3.688
C 1.229 2.246 -2.857
C 1.495 2.443 -1.400
C 2.813 2.739 -0.963
C 3.879 2.909 -1.887
C 5.135 3.190 -1.443
C 5.401 3.304 -0.059
C 4.405 3.137 0.855
C 3.083 2.852 0.432
C 2.039 2.667 1.359
C 0.771 2.398 0.928
C 0.496 2.292 -0.458
S -1.193 1.839 -0.764
O -1.176 0.616 -1.659
C -1.918 3.139 -1.733
C -2.209 4.335 -1.100
C -2.764 5.367 -1.842
C -3.036 5.204 -3.198
C -3.597 6.337 -4.009
C -2.754 3.973 -3.798
C -2.191 2.940 -3.076
H -1.059 -5.488 -5.030
H -0.380 -6.237 -3.588
H 0.604 -6.089 -5.038
H -1.590 -3.314 -4.058
H -0.819 -1.125 -3.248
H 3.173 -2.663 -2.925
H 2.384 -4.863 -3.760
H 1.312 -0.234 -5.188
H 0.641 1.639 -6.652
H 0.091 4.007 -6.949
H -0.181 6.266 -6.011
H 0.228 6.675 -3.601
H 0.902 4.838 -2.125
H 3.679 2.803 -2.944
H 5.945 3.317 -2.149
H 6.408 3.520 0.271
H 4.606 3.216 1.916
H 2.251 2.737 2.419
H -0.037 2.264 1.640
H -2.004 4.468 -0.043
H -2.993 6.308 -1.357
H -4.161 7.032 -3.390
H -4.246 5.977 -4.806
H -2.781 6.895 -4.477
H -2.973 3.834 -4.850
H -1.960 1.984 -3.532
*
```

Values from the calculation:
E_LUMO = -2.985 eV
gap between HOMO and LUMO = 7.37 eV
HOMO = -10.3499 eV

=====

Record 4
Here is a molecular structure, C46H53BiF5GeO9S2 in a non-equilibrium geometry from OMol25. Energies are from ωB97M-V/def2-TZVPD.

Structure (ORCA input):
```
! RIJCOSX wB97M-V def2-TZVPD def2/J DEFGRID3
* xyz -1 1
Bi 0.328 -0.360 0.243
C -3.571 -0.660 0.908
O -2.961 -1.090 -0.295
C -3.239 -2.444 -0.580
C -2.492 -2.827 -1.842
O -1.091 -2.807 -1.713
C -0.547 -3.895 -0.977
C 0.975 -3.784 -1.025
O 1.577 -3.258 0.146
C 1.651 -4.181 1.217
H -4.664 -0.737 0.838
H -3.235 -1.257 1.760
H -3.287 0.383 1.045
H -2.942 -3.077 0.263
H -4.318 -2.588 -0.751
H -2.840 -3.818 -2.169
H -2.719 -2.092 -2.620
H -0.894 -3.879 0.062
H -0.872 -4.842 -1.432
H 1.407 -4.768 -1.250
H 1.231 -3.084 -1.818
H 2.037 -5.148 0.869
H 2.348 -3.759 1.940
H 0.683 -4.336 1.700
C 3.564 5.696 -0.810
O 4.473 4.952 -0.025
C 4.050 3.755 0.444
C 5.019 2.990 1.113
C 4.682 1.749 1.577
C 3.391 1.203 1.426
C 3.152 -0.154 1.860
C 4.120 -0.788 2.835
O 2.199 -0.870 1.519
C 2.401 1.990 0.773
O 1.139 1.675 0.656
C 2.774 3.266 0.293
H 4.095 6.597 -1.106
H 2.671 5.968 -0.241
H 3.263 5.139 -1.702
H 6.022 3.381 1.216
H 5.455 1.152 2.041
H 4.333 -0.112 3.661
H 5.054 -1.043 2.331
H 3.675 -1.704 3.214
H 2.000 3.818 -0.221
O -1.153 1.303 -0.907
S -0.652 2.632 -1.410
C -2.111 3.284 -2.405
C -3.405 2.854 -1.795
C -3.920 1.592 -2.076
C -5.101 1.172 -1.489
C -5.772 1.997 -0.598
C -5.259 3.251 -0.301
C -4.085 3.678 -0.902
C 0.442 2.280 -2.852
C -0.191 1.480 -3.945
C -0.441 2.063 -5.187
C -1.048 1.340 -6.203
C -1.429 0.025 -5.983
C -1.175 -0.565 -4.753
C -0.559 0.150 -3.738
H -2.007 2.903 -3.418
H -2.000 4.369 -2.390
H -3.380 0.935 -2.748
H -5.495 0.191 -1.724
H -6.690 1.663 -0.131
H -5.773 3.900 0.397
H -3.688 4.661 -0.675
H 1.284 1.758 -2.393
H 0.771 3.263 -3.201
H -0.145 3.092 -5.363
H -1.225 1.804 -7.165
H -1.911 -0.541 -6.770
H -1.445 -1.599 -4.576
H -0.339 -0.334 -2.798
C -1.382 3.310 2.106
Ge -1.120 1.590 3.045
C 0.071 2.128 4.546
C -2.882 1.273 3.918
C -0.410 -0.104 2.358
H -1.856 3.988 2.819
H -2.036 3.217 1.243
H -0.426 3.726 1.796
H -0.364 2.968 5.091
H 1.056 2.422 4.177
H 0.194 1.300 5.247
H -2.900 1.795 4.877
H -3.062 0.214 4.108
H -3.703 1.657 3.310
H -1.134 -0.893 2.559
H 0.469 -0.311 2.964
F -3.550 -6.491 7.281
C -3.123 -5.779 6.224
C -2.306 -6.357 5.269
F -1.943 -7.644 5.408
C -1.876 -5.626 4.183
F -1.085 -6.238 3.291
C -2.240 -4.283 3.971
S -1.725 -3.397 2.609
C -3.064 -3.736 4.972
F -3.462 -2.461 4.871
C -3.498 -4.457 6.065
F -4.299 -3.886 6.979
O 2.017 -1.288 -2.723
C 2.787 -0.506 -2.158
O 2.521 0.229 -1.151
C 4.187 -0.329 -2.727
C 5.088 0.556 -2.147
C 6.344 0.736 -2.708
C 6.707 0.034 -3.849
C 5.811 -0.857 -4.424
C 4.554 -1.035 -3.867
H 4.795 1.097 -1.256
H 7.040 1.431 -2.253
H 7.686 0.182 -4.289
H 6.089 -1.413 -5.312
H 3.834 -1.718 -4.297
*
```

Values from the calculation:
E_LUMO = 1.802 eV
gap between HOMO and LUMO = 6.06 eV
energy above the lowest of the compared OMol25 structures with the same formula, charge and spin = 17.2 kcal/mol
HOMO = -4.2608 eV